Entry 1:
C33H35Cl5CoN4P2 | ωB97M-V with the def2-TZVPD basis set

Last column: Löwdin spin population.
Cartesian coordinates (Å):
Co 0.207 0.387 2.316  1.77
C -1.753 1.841 -4.987  0.00
C -1.831 0.591 -4.504  0.00
C -1.109 -0.576 -5.107  0.00
C 0.329 -0.257 -5.635  0.00
C 1.132 0.575 -4.652  0.00
C 1.194 1.913 -4.672  0.00
C 0.518 2.767 -5.722  0.00
C -0.919 2.317 -6.144  0.00
C 1.666 0.929 3.634  0.03
H -2.377 2.643 -4.586  0.00
H -2.580 0.329 -3.765  0.00
H -1.708 -0.997 -5.937  0.00
H -1.028 -1.397 -4.375  0.00
H 0.849 -1.215 -5.755  0.00
H 0.250 0.197 -6.624  0.00
H 1.724 -0.018 -3.951  0.00
H 1.877 2.463 -4.018  0.00
H 1.136 2.833 -6.630  0.00
H 0.419 3.802 -5.372  0.00
H -1.427 3.201 -6.555  0.00
H -0.857 1.596 -6.970  0.00
H 1.141 1.685 4.233  0.01
H 2.677 1.301 3.378  0.01
H 1.731 -0.025 4.188  0.00
P 1.774 -0.367 0.990  0.02
P -1.238 -0.768 0.993  -0.01
N 2.843 0.892 0.457  0.00
N 2.893 -1.669 1.605  0.01
N -1.953 0.484 0.009  0.00
N -2.666 -1.660 1.364  0.01
C 1.072 -1.073 -0.510  0.01
C -0.280 -1.737 -0.200  0.00
C 2.691 2.222 0.883  0.01
C 3.663 2.985 0.256  0.00
C 4.430 2.114 -0.590  0.00
C 3.916 0.829 -0.442  0.00
C 3.805 -1.558 2.659  0.00
C 4.519 -2.745 2.773  0.00
C 4.072 -3.610 1.711  0.00
C 3.101 -2.914 1.011  0.00
C -2.037 1.800 0.510  0.00
C -2.448 2.619 -0.523  0.00
C -2.634 1.818 -1.684  0.00
C -2.319 0.510 -1.332  0.00
C -3.817 -1.905 0.582  0.01
C -4.624 -2.810 1.260  0.00
C -3.949 -3.156 2.482  0.00
C -2.760 -2.447 2.529  0.00
H 1.764 -1.802 -0.944  0.00
H 0.988 -0.242 -1.229  0.00
H -0.872 -1.869 -1.116  0.00
H -0.139 -2.719 0.288  0.00
H 1.908 2.481 1.587  0.01
H 3.794 4.057 0.385  0.00
H 5.240 2.424 -1.240  0.00
H 4.209 -0.111 -0.893  0.00
H 3.843 -0.646 3.250  0.00
H 5.256 -2.983 3.527  0.00
H 4.426 -4.612 1.520  0.00
H 2.527 -3.231 0.141  0.00
H -1.784 2.006 1.539  0.00
H -2.602 3.701 -0.458  0.00
H -2.937 2.176 -2.666  0.00
H -2.311 -0.397 -1.936  0.00
H -3.964 -1.418 -0.376  0.00
H -5.579 -3.212 0.921  0.00
H -4.303 -3.871 3.223  0.00
H -1.964 -2.439 3.260  0.00
Cl 0.446 -2.432 4.294  0.10
C -0.594 -1.157 4.916  0.18
C -0.771 0.028 4.203  0.02
C -1.494 1.071 4.765  0.15
Cl -1.544 2.620 3.958  0.10
C -2.208 0.903 5.986  0.21
Cl -3.201 2.147 6.610  0.11
C -2.088 -0.336 6.678  -0.01
Cl -2.951 -0.611 8.125  -0.01
C -1.264 -1.375 6.150  0.19
Cl -1.143 -2.894 6.954  0.09

Charge ... 0
LUMO level (spin up / spin down) ... -0.6 / -4.7 eV
Highest occupied orbital energy (spin up / spin down) ... -4.9 / -7.3 eV
Spin multiplicity ... 4
Expectation value of S² ... 3.814

***

Entry 2:
C33H35Cl5N4P2Sn | ωB97M-V with the def2-TZVPD basis set

Last column: Löwdin charge in e.
Cartesian coordinates (Å):
Sn -0.452 -2.790 4.139  1.17
C -0.886 2.892 3.892  -0.15
C -1.334 2.053 2.942  -0.09
C -0.661 1.631 1.657  -0.22
C 0.543 0.680 1.687  -0.20
C 1.831 1.223 2.215  -0.15
C 2.066 2.389 2.818  -0.11
C 1.265 3.653 2.659  -0.18
C 0.227 3.872 3.786  -0.19
C 1.388 -2.910 5.350  -0.31
H -1.460 2.913 4.825  0.09
H -2.173 1.387 3.226  0.11
H -0.421 2.512 1.055  0.10
H -1.455 1.071 1.144  0.09
H 0.273 -0.235 2.245  0.07
H 0.761 0.338 0.661  0.10
H 2.722 0.550 2.081  0.11
H 2.987 2.519 3.427  0.12
H 0.784 3.748 1.676  0.10
H 1.977 4.491 2.754  0.12
H 0.775 3.888 4.742  0.11
H -0.224 4.870 3.662  0.13
H 1.258 -2.597 6.399  0.01
H 1.994 -2.184 4.780  -0.01
H 1.862 -3.894 5.263  0.01
P 1.626 -1.211 -2.817  1.09
P -1.709 -0.792 -2.625  1.06
N 3.003 -0.159 -2.950  -0.30
N 2.313 -2.458 -3.905  -0.20
N -1.794 0.985 -2.709  -0.27
N -3.322 -1.100 -3.237  -0.28
C 0.656 -0.371 -4.149  -0.40
C -0.782 -0.891 -4.261  -0.39
C 3.703 0.338 -1.842  -0.13
C 4.721 1.160 -2.299  -0.07
C 4.648 1.195 -3.734  -0.04
C 3.560 0.403 -4.105  -0.13
C 2.547 -3.767 -3.481  0.00
C 3.030 -4.508 -4.544  0.02
C 3.113 -3.638 -5.669  0.03
C 2.676 -2.387 -5.251  0.00
C -1.504 1.741 -1.570  -0.16
C -1.589 3.090 -1.888  -0.08
C -1.897 3.172 -3.277  -0.07
C -1.992 1.879 -3.761  -0.16
C -4.137 -0.407 -4.144  -0.12
C -5.238 -1.195 -4.455  -0.07
C -5.082 -2.442 -3.753  -0.08
C -3.897 -2.374 -3.040  -0.16
H 1.121 -0.484 -5.136  0.06
H 0.659 0.697 -3.888  0.09
H -1.333 -0.333 -5.037  0.08
H -0.807 -1.957 -4.538  0.08
H 3.390 0.063 -0.844  0.09
H 5.443 1.688 -1.688  0.11
H 5.303 1.714 -4.413  0.11
H 3.139 0.239 -5.081  0.08
H 2.355 -4.030 -2.439  0.14
H 3.251 -5.565 -4.528  0.13
H 3.409 -3.890 -6.677  0.13
H 2.612 -1.466 -5.818  0.12
H -1.254 1.219 -0.662  0.04
H -1.399 3.902 -1.199  0.10
H -1.992 4.084 -3.861  0.11
H -2.197 1.528 -4.769  0.10
H -3.904 0.585 -4.480  0.08
H -6.066 -0.900 -5.077  0.10
H -5.781 -3.266 -3.760  0.10
H -3.407 -3.091 -2.403  0.09
Cl -2.570 -3.831 6.383  0.70
C -2.030 -2.244 6.815  -0.70
C -1.093 -1.634 5.993  -0.41
C -0.602 -0.385 6.344  -0.65
Cl 0.665 0.300 5.401  0.82
C -1.159 0.337 7.422  -0.66
Cl -0.752 1.990 7.654  0.75
C -2.132 -0.276 8.251  -0.64
Cl -2.797 0.581 9.566  0.82
C -2.564 -1.590 7.958  -0.64
Cl -3.804 -2.314 8.894  0.79

Charge ... +2
LUMO level (spin up / spin down) ... -9.3 / -8.8 eV
Highest occupied orbital energy (spin up / spin down) ... -12.0 / -12.0 eV
Spin multiplicity ... 1

***

Entry 3:
C33H35F5HgN4P2 | ωB97M-V with the def2-TZVPD basis set

Last column: Löwdin charge in e.
Cartesian coordinates (Å):
Hg 0.155 1.919 0.787  1.05
C -1.495 1.814 -3.822  -0.11
C -1.623 0.494 -3.648  -0.11
C -0.736 -0.507 -4.336  -0.17
C 0.764 -0.090 -4.509  -0.17
C 1.441 0.631 -3.341  -0.15
C 1.152 1.870 -2.913  -0.11
C 0.705 2.933 -3.895  -0.17
C -0.509 2.497 -4.725  -0.19
C 1.297 1.885 2.740  -0.21
H -2.166 2.545 -3.353  0.09
H -2.543 0.045 -3.276  0.08
H -1.137 -0.720 -5.348  0.13
H -0.772 -1.460 -3.797  0.09
H 1.350 -0.980 -4.762  0.11
H 0.806 0.577 -5.383  0.09
H 2.388 0.120 -3.065  0.11
H 1.524 2.247 -1.939  0.07
H 1.546 3.178 -4.558  0.12
H 0.425 3.831 -3.359  0.10
H -0.991 3.390 -5.181  0.12
H -0.211 1.811 -5.544  0.09
H 0.528 2.254 3.422  -0.03
H 2.160 2.506 2.915  -0.01
H 1.535 0.895 3.082  -0.04
P 1.856 -0.434 0.328  1.02
P -1.517 -0.980 0.837  1.09
N 3.037 0.788 -0.250  -0.23
N 2.930 -1.610 1.045  -0.25
N -2.548 0.369 0.216  -0.23
N -2.914 -1.979 1.084  -0.26
C 0.927 -1.199 -1.078  -0.38
C -0.463 -1.744 -0.618  -0.34
C 2.968 2.193 -0.032  -0.25
C 4.066 2.802 -0.599  -0.09
C 4.823 1.769 -1.237  -0.09
C 4.206 0.555 -0.990  -0.14
C 3.772 -1.340 2.146  -0.13
C 4.491 -2.494 2.458  -0.08
C 4.088 -3.514 1.534  -0.09
C 3.141 -2.953 0.689  -0.14
C -2.548 1.721 0.656  -0.21
C -3.053 2.520 -0.390  -0.07
C -3.418 1.670 -1.442  -0.10
C -3.105 0.366 -1.040  -0.17
C -4.157 -2.077 0.424  -0.13
C -5.049 -2.815 1.201  -0.08
C -4.351 -3.168 2.407  -0.09
C -3.076 -2.640 2.322  -0.13
H 1.548 -2.015 -1.518  0.08
H 0.783 -0.474 -1.912  0.03
H -1.149 -1.780 -1.490  0.05
H -0.315 -2.788 -0.265  0.08
H 2.202 2.707 0.571  -0.01
H 4.289 3.862 -0.527  0.10
H 5.715 1.952 -1.824  0.10
H 4.518 -0.457 -1.202  0.11
H 3.747 -0.378 2.623  0.10
H 5.159 -2.631 3.305  0.10
H 4.398 -4.552 1.579  0.09
H 2.544 -3.389 -0.098  0.09
H -2.616 1.970 1.708  0.09
H -3.058 3.604 -0.451  0.11
H -3.787 1.968 -2.415  0.10
H -3.194 -0.582 -1.542  0.08
H -4.316 -1.612 -0.531  0.07
H -6.078 -3.093 0.979  0.10
H -4.711 -3.764 3.250  0.10
H -2.235 -2.681 3.005  0.10
F 0.946 -1.604 3.379  0.00
C -0.062 -1.010 4.091  -0.29
C -0.660 0.142 3.617  -0.11
C -1.638 0.806 4.303  -0.30
F -2.143 1.988 3.867  0.01
C -2.172 0.253 5.469  -0.15
F -3.180 0.858 6.147  0.07
C -1.609 -0.936 5.942  -0.16
F -2.079 -1.527 7.050  0.08
C -0.552 -1.587 5.295  -0.15
F 0.007 -2.742 5.735  0.07

Charge ... 0
LUMO level (spin up / spin down) ... -2.0 / -2.0 eV
Highest occupied orbital energy (spin up / spin down) ... -6.6 / -6.6 eV
Spin multiplicity ... 1

***

These records have ΔE to the lowest compared entry with this formula, charge and spin values of 0.000 1.007 5.512 eV, in the order they appear.